Entry 1:
{"formula": "C5H13NO", "method": "ωB97M-V/def2-TZVPD", "elements": ["H", "H", "H", "H", "O", "H", "H", "C", "C", "H", "H", "C", "H", "C", "H", "H", "N", "H", "H", "C"], "positions_angstrom": [[-0.5569, -0.1649, -0.1904], [-0.4830, -2.5001, -4.5677], [2.1476, -1.3012, 2.4328], [0.7171, -2.4441, 2.4841], [-1.2108, -2.9103, -4.0618], [0.1771, 2.8053, -2.6963], [-0.1501, -0.1531, 3.4385], [-0.0494, 1.8770, -0.8396], [-0.1759, 0.8837, 0.0429], [-0.4809, 1.7222, 1.9959], [1.2462, 1.2754, 1.7214], [1.1521, -1.4517, 2.0326], [-0.2511, 2.8557, -0.5245], [0.0648, -0.3214, 2.3617], [-0.8070, -0.8345, 2.0135], [-1.3706, -2.4801, -3.2939], [-0.1005, 1.8997, -2.2703], [-0.9743, 1.7021, -2.6215], [0.9253, -1.4760, 0.9961], [0.1801, 1.0164, 1.5466]], "forces_ev_per_a": [[1.097, 1.277, -0.374], [-0.675, -0.101, 0.838], [0.194, 0.192, -0.580], [0.984, 1.766, -0.782], [1.071, -2.248, -4.380], [-0.199, -0.920, 0.954], [0.615, 0.137, -0.565], [-1.059, -0.390, -0.791], [0.128, -1.669, 0.479], [-0.238, 0.786, 0.533], [-0.669, 0.588, -0.542], [-3.028, -0.262, 2.331], [1.198, 1.586, 1.450], [0.239, -0.488, 0.045], [-1.051, -0.126, -0.161], [-0.387, 2.361, 3.549], [2.082, 0.435, 0.250], [-2.294, -0.906, -1.006], [1.293, -0.613, -1.272], [0.699, -1.403, 0.025]], "de_lowest_kj_mol": 289.5, "charge": 0, "energy_ha": -328.20857, "e_homo_ev": -8.705, "smiles": "CCC/C=C/N.O"}


Entry 2:
{"formula": "C5H13NO", "method": "ωB97M-V/def2-TZVPD", "elements": ["H", "C", "C", "H", "H", "H", "H", "H", "N", "H", "C", "C", "H", "H", "H", "H", "C", "O", "H", "H"], "positions_angstrom": [[-2.9862, -0.9322, -0.8920], [0.9240, -0.5750, -0.4083], [2.3406, -0.2255, -0.0227], [-3.2727, 1.1944, -0.4640], [2.4415, 0.1853, 1.8751], [0.7757, -0.6405, -1.4801], [-2.0296, 2.1942, -1.3120], [-2.3868, -0.9801, 0.8161], [-1.3901, 0.2994, -0.5575], [0.6923, -1.5005, 0.1042], [-2.2276, 1.4957, -0.4924], [-0.1176, 0.4419, 0.1203], [2.6291, 0.8239, -0.1563], [-1.4870, -1.7795, -0.4827], [-0.2658, 0.2355, 1.2008], [-2.0042, 2.0615, 0.4259], [-2.1130, -0.9164, -0.2526], [2.6278, -0.5912, 1.3364], [3.0374, -0.8201, -0.6221], [0.2545, 1.4365, -0.0256]], "forces_ev_per_a": [[-0.281, -0.270, 0.083], [-0.725, 1.051, 0.798], [0.819, -0.487, 0.105], [-0.058, 0.243, -0.176], [0.017, -0.226, 0.105], [0.167, -0.209, -0.230], [-0.130, -0.248, -0.118], [-0.198, -0.046, -0.082], [-0.087, 0.454, -0.748], [0.132, -0.572, -0.390], [0.598, -0.040, 0.606], [-0.167, -1.355, 0.123], [-0.347, -0.006, -0.256], [-0.119, -0.039, -0.040], [0.200, 0.423, -0.011], [-0.288, -0.062, 0.074], [0.611, 0.234, 0.209], [-0.179, 0.386, 0.003], [-0.077, 0.087, -0.017], [0.112, 0.684, -0.039]], "de_lowest_kj_mol": 148.1, "charge": 0, "energy_ha": -328.26242, "e_homo_ev": -8.215, "smiles": "CN(C)CCCO"}


Entry 3:
{"formula": "C5H13NO", "method": "ωB97M-V/def2-TZVPD", "elements": ["N", "H", "H", "C", "H", "H", "H", "H", "H", "C", "C", "C", "O", "H", "H", "H", "C", "H", "H", "H"], "positions_angstrom": [[-0.1858, 0.0716, -0.3985], [-0.3508, 1.0064, -0.0527], [1.1851, -0.6865, -1.8894], [1.1768, -0.1855, -0.9126], [-4.0489, -0.8269, 1.0083], [1.7868, -0.7122, -0.1662], [-3.2059, -1.6382, -0.3222], [-3.2016, 0.0912, -0.2961], [0.1753, -1.1729, 1.2843], [-3.1436, -0.7815, 0.3668], [-1.9078, -0.6810, 1.2385], [-0.5919, -0.9912, 0.5122], [2.7438, 1.2219, 0.1297], [-1.9662, 0.3142, 1.7276], [3.1987, 2.0430, 0.3328], [-0.6840, -1.9059, -0.1163], [1.9370, 1.1853, -1.0222], [1.1664, 1.9462, -1.0227], [2.5073, 1.1438, -2.0014], [-1.9041, -1.3280, 2.1109]], "forces_ev_per_a": [[0.435, -1.161, -0.556], [0.385, -0.154, 0.280], [-0.233, -0.105, 0.342], [0.033, 2.110, 0.386], [0.383, 0.208, -0.482], [-0.244, -0.422, -0.313], [0.372, -0.023, 0.452], [-0.125, -0.069, 0.269], [0.045, -0.065, -0.194], [-0.934, -0.084, -0.128], [0.242, -0.029, 0.056], [-0.351, 0.676, -0.014], [0.412, -0.124, 0.543], [0.647, -0.189, -0.503], [-0.243, 0.240, -0.541], [-0.104, 0.315, 0.642], [-0.087, -1.758, -1.105], [0.141, 0.590, -0.251], [-0.300, 0.571, 1.151], [-0.475, -0.528, -0.035]], "de_lowest_kj_mol": 155.2, "charge": 0, "energy_ha": -328.25972, "e_homo_ev": -8.525, "smiles": "CCCNCCO"}


Entry 4:
{"formula": "C5H13NO", "method": "ωB97M-V/def2-TZVPD", "elements": ["H", "H", "C", "H", "C", "O", "C", "H", "H", "H", "C", "N", "H", "H", "H", "C", "H", "H", "H", "H"], "positions_angstrom": [[-0.4920, -0.2790, 1.4357], [2.9905, 1.1109, -0.1618], [-0.0043, 1.4073, 0.2227], [2.5201, -1.8041, -0.2138], [0.8716, 0.7246, -0.8028], [-4.1292, -3.9911, -0.4716], [2.3219, 0.3216, -0.5029], [3.2553, -0.9620, 1.0779], [-0.0288, 3.4057, 0.5686], [1.4577, -1.0634, 0.9620], [2.3846, -0.9212, 0.4205], [-0.3900, 2.7402, -0.1051], [-3.7209, -4.1779, -1.3261], [0.3704, -0.1538, -1.2291], [-1.3791, 2.8864, -0.2176], [-0.4181, 0.7720, 1.3216], [2.6594, -0.0094, -1.4861], [-1.0411, 1.3716, 1.9752], [0.9300, 1.3723, -1.6845], [-3.3933, -3.6065, 0.0277]], "forces_ev_per_a": [[0.712, -0.789, 0.242], [-0.344, 0.248, 0.032], [0.356, -1.321, 0.014], [-0.245, -0.021, 0.047], [-0.001, 0.564, -1.249], [0.558, 0.145, -0.038], [-0.387, -1.113, 0.272], [-0.239, 0.334, 0.216], [-0.118, 0.072, -0.127], [0.104, 0.063, 0.374], [0.535, -0.247, -0.736], [0.802, 0.769, 0.194], [-0.219, -0.051, 0.031], [-0.026, -0.179, 0.438], [-0.187, -0.242, 0.225], [-1.239, 1.576, -0.541], [0.474, 0.221, 0.052], [-0.053, -0.182, 0.300], [-0.146, 0.245, 0.248], [-0.338, -0.092, 0.006]], "de_lowest_kj_mol": 183.8, "charge": 0, "energy_ha": -328.24885, "e_homo_ev": -9.418, "smiles": "C=C(N)CCC.O"}


Entry 5:
{"formula": "C5H13NO", "method": "ωB97M-V/def2-TZVPD", "elements": ["H", "H", "H", "H", "H", "H", "N", "C", "H", "H", "C", "C", "H", "H", "C", "H", "C", "O", "H", "H"], "positions_angstrom": [[2.8368, -0.1535, 1.8316], [-3.3191, -0.9232, -0.2648], [-0.5817, -0.5112, 1.0837], [0.7184, 1.2822, 1.3572], [-2.3724, 0.8830, 0.7001], [-0.9122, -1.2613, -1.2682], [-0.4943, -0.0060, 0.2107], [2.4836, -0.6955, 0.9636], [2.7056, 1.0605, -0.2457], [0.4405, 1.8137, -0.2631], [0.6360, 0.9229, 0.3459], [-1.7680, 0.5753, -0.1558], [-3.1954, 0.0901, -1.6956], [1.7261, -1.4093, 1.2567], [1.9544, 0.2844, -0.0566], [1.8707, -0.2280, -1.0168], [-2.6202, -0.4620, -0.9584], [-1.8285, -1.4464, -1.5439], [-1.5962, 1.4267, -0.8117], [3.3159, -1.2424, 0.5312]], "forces_ev_per_a": [[0.069, -0.051, 0.387], [-0.244, -0.222, 0.064], [-0.110, -0.182, -0.142], [0.073, 0.271, 0.694], [0.068, 0.324, 0.043], [-0.167, -0.002, 0.149], [0.494, 0.133, 0.288], [0.225, 0.149, -0.214], [-0.094, 0.059, 0.226], [-0.010, -0.251, -0.065], [-0.121, 0.080, -0.763], [-0.536, -0.446, -0.510], [-0.161, -0.036, -0.288], [-0.190, -0.246, 0.141], [0.230, 0.172, -0.525], [-0.396, 0.035, -0.070], [0.276, 0.439, 0.885], [0.264, -0.203, -0.583], [0.164, 0.140, 0.148], [0.165, -0.164, 0.136]], "de_lowest_kj_mol": 110.0, "charge": 0, "energy_ha": -328.27694, "e_homo_ev": -9.375, "smiles": "CCCNCCO"}


Entry 6:
{"formula": "C5H13NO", "method": "ωB97M-V/def2-TZVPD", "elements": ["H", "H", "C", "C", "C", "H", "H", "H", "H", "C", "H", "H", "N", "H", "H", "H", "O", "H", "H", "C"], "positions_angstrom": [[0.8425, -2.5683, -0.3142], [1.2245, -0.1150, -2.5148], [-0.7152, 0.8861, 0.9777], [-0.0099, -1.8927, -0.2768], [-1.3541, -0.2738, 1.2957], [2.6249, 0.1689, -1.4237], [0.7462, 0.7103, 2.3608], [-1.5319, 2.7174, 0.2472], [-0.5484, -1.8979, -1.2206], [1.7434, -0.4612, -1.6059], [-1.9565, 1.2912, -0.7200], [-1.0904, -0.7996, 2.2014], [0.3250, 1.3765, 1.7305], [-0.5784, -2.3095, 0.5492], [1.0227, 1.8879, 1.2109], [2.1268, -1.4713, -1.8319], [0.9143, -0.4722, -0.4911], [-2.2820, -0.5219, 0.8071], [-0.3401, 1.9789, -0.8327], [-1.1634, 1.7664, -0.1488]], "forces_ev_per_a": [[0.080, -0.231, -0.538], [0.060, 0.067, 0.131], [-1.273, -1.321, 0.317], [3.350, 0.583, -2.579], [-0.059, 2.217, 0.289], [-0.336, 0.020, 0.165], [-0.026, 0.029, -0.082], [0.027, -0.053, -0.043], [-0.203, -0.165, 0.200], [-0.035, -1.226, -0.637], [-0.045, -0.022, 0.018], [0.093, -0.207, 0.006], [0.452, 0.405, 0.297], [-0.017, 1.601, 0.382], [-0.021, -0.066, -0.001], [0.049, 0.146, -0.035], [-2.212, -1.662, 2.140], [-0.006, -0.145, -0.110], [0.060, 0.007, 0.020], [0.062, 0.024, 0.060]], "de_lowest_kj_mol": 366.3, "charge": 0, "energy_ha": -328.17933, "e_homo_ev": -7.560, "smiles": "C=C(C)N.COC"}